Entry 1:
ORCA calculation (ωB97M-V with the def2-TZVPD basis set) on a molecular structure, C33H31BFeN3O4S2.

```
! wB97M-V def2-TZVPD RIJCOSX def2/J DEFGRID3
* xyz -2 2
Fe 0.49 0.18 1.09
C 3.14 -3.09 -0.14
C 3.47 -2.64 1.25
C 4.74 -2.87 1.76
C 5.06 -2.54 3.07
C 4.09 -2.00 3.89
C 2.80 -1.74 3.41
C 1.76 -1.21 4.35
C 2.50 -2.03 2.07
N 1.24 -1.68 1.52
C 0.45 -2.71 1.18
O 0.59 -3.92 1.43
C -0.70 -2.26 0.33
C -1.62 -3.11 -0.27
C -2.56 -2.56 -1.13
C -2.56 -1.19 -1.37
C -1.62 -0.41 -0.73
N -0.74 -0.95 0.10
C -1.53 1.09 -0.87
O -2.33 1.66 -1.63
N -0.57 1.61 -0.11
C -0.55 3.02 0.00
C -1.61 3.69 0.64
C -2.82 2.95 1.12
C -1.54 5.07 0.81
C -0.46 5.81 0.34
C 0.56 5.15 -0.32
C 0.53 3.77 -0.50
C 1.66 3.10 -1.23
H 4.05 -3.23 -0.72
H 2.50 -2.38 -0.66
H 2.59 -4.03 -0.10
H 5.49 -3.32 1.11
H 6.06 -2.72 3.45
H 4.31 -1.77 4.92
H 2.10 -1.29 5.38
H 0.82 -1.75 4.24
H 1.54 -0.17 4.13
H -1.56 -4.17 -0.06
H -3.30 -3.20 -1.61
H -3.26 -0.70 -2.03
H -2.54 2.05 1.67
H -3.42 2.63 0.26
H -3.43 3.59 1.75
H -2.35 5.57 1.33
H -0.42 6.88 0.49
H 1.40 5.70 -0.71
H 2.30 3.85 -1.70
H 1.29 2.41 -1.99
H 2.27 2.54 -0.52
C -1.48 2.21 4.76
C -0.55 1.68 3.69
S -1.10 0.26 2.82
C 0.62 2.29 3.40
C 1.06 3.56 4.08
S 1.73 1.70 2.17
H -2.36 1.57 4.84
H -1.82 3.23 4.54
H -1.00 2.24 5.75
H 0.59 3.69 5.06
H 0.81 4.43 3.46
H 2.14 3.56 4.22
O 3.33 0.25 -0.11
B 1.92 0.13 -0.29
O 1.71 -0.13 -1.68
C 2.93 -0.15 -2.27
C 3.25 -0.36 -3.60
C 4.61 -0.34 -3.93
C 5.59 -0.12 -2.97
C 5.25 0.10 -1.63
C 3.91 0.08 -1.31
H 2.48 -0.54 -4.33
H 4.90 -0.51 -4.96
H 6.63 -0.12 -3.27
H 6.00 0.26 -0.87
*
```

## Properties
- DFT total energy: -3826.54285 Ha
- HOMO (alpha / beta): -0.02022 / -0.02626 hartree
- ΔE to the lowest compared entry with this formula, charge and spin: 0.0000 eV
- <S²>: 0.78
- Kohn-Sham gap (alpha / beta): 5.1722 / 5.3368 eV

These are the Mulliken partial charges, in e, on atoms 1 to 6: number 1, Fe, carries 0.056; number 2, C, carries -1.628; number 3, C, carries 1.575; number 4, C, carries -0.945; number 5, C, carries -0.877; number 6, C, carries -1.038



Entry 2:
ORCA calculation (ωB97M-V with the def2-TZVPD basis set) on a molecular structure, C33H31BO4 at a distorted geometry.

```
! wB97M-V def2-TZVPD RIJCOSX def2/J DEFGRID3
* xyz 0 1
C 3.33 1.08 5.83
C 2.19 1.32 4.94
C 1.15 2.24 5.11
C 0.12 1.84 4.27
C 0.61 0.74 3.40
B -0.28 4.12 -0.17
C -0.58 5.11 0.95
C -1.06 4.88 2.25
C -1.31 6.16 2.82
C -0.95 7.09 1.87
C -1.02 8.54 1.92
O -0.47 6.49 0.73
C 1.20 3.92 -0.51
C 2.25 3.40 0.27
C 3.41 3.37 -0.55
C 3.06 3.91 -1.76
C 3.87 4.17 -2.94
O 1.71 4.20 -1.79
C -0.13 -0.49 3.50
C 0.37 -1.76 3.32
C -0.70 -2.66 3.59
C -1.76 -1.90 4.02
C -3.14 -2.23 4.30
O -1.39 -0.57 4.02
O 1.97 0.50 3.91
H 3.29 1.80 6.65
H 3.32 0.08 6.30
H 4.28 1.21 5.30
H 1.14 3.07 5.81
H -0.88 2.25 4.25
H -1.25 3.93 2.72
H -1.67 6.41 3.81
H -1.94 8.90 1.43
H -1.09 8.85 2.96
H -0.16 9.03 1.46
H 2.23 3.08 1.30
H 4.41 3.01 -0.30
H 4.92 4.20 -2.62
H 3.78 3.36 -3.68
H 3.63 5.13 -3.43
H 1.37 -1.99 3.00
H -0.67 -3.72 3.46
H -3.33 -3.22 3.86
H -3.36 -2.33 5.38
H -3.84 -1.50 3.86
C 0.18 0.96 1.31
C -1.03 1.66 0.97
C -2.23 1.06 1.41
C -3.49 1.35 0.92
C -3.67 2.46 0.08
C -2.60 3.21 -0.31
C -1.21 2.76 -0.12
C 0.77 0.31 0.16
C 1.90 -0.52 0.41
C 2.54 -1.21 -0.62
C 2.25 -0.89 -1.96
C 1.22 -0.01 -2.25
C 0.35 0.39 -1.22
H 0.93 1.25 2.16
H -2.14 0.23 2.10
H -4.34 0.73 1.22
H -4.68 2.72 -0.24
H -2.72 4.15 -0.86
H -0.73 2.49 -1.08
H 2.22 -0.61 1.46
H 3.28 -1.97 -0.36
H 2.82 -1.37 -2.76
H 1.03 0.33 -3.28
H -0.63 0.77 -1.51
*
```

## Properties
- DFT total energy: -1601.49358 Ha
- HOMO: -0.19435 hartree
- ΔE to the lowest compared entry with this formula, charge and spin: 8.1395 eV
- Kohn-Sham gap: 3.7051 eV

These are the natural (NBO) partial charges, in e, on atoms 1 to 6: number 1, C, carries -0.660; number 2, C, carries 0.329; number 3, C, carries -0.322; number 4, C, carries -0.257; number 5, C, carries 0.170; number 6, B, carries 0.859



Entry 3:
ORCA calculation (ωB97M-V with the def2-TZVPD basis set) on a molecular structure, C33H31Br2FN9O7Ti at a distorted geometry.

```
! wB97M-V def2-TZVPD RIJCOSX def2/J DEFGRID3
* xyz 1 1
Ti 1.09 0.34 0.80
N 2.65 -1.69 1.43
C 1.59 -2.68 1.53
C 2.05 -4.02 2.14
C 1.02 -5.16 2.13
C 0.23 -5.32 0.83
N -0.79 -4.29 0.76
C -1.24 -3.68 -0.32
N -1.04 -4.20 -1.54
N -1.94 -2.55 -0.20
C 0.41 -1.98 2.26
O -0.48 -2.64 2.80
O 0.39 -0.72 2.16
H 3.24 -1.82 0.62
H 3.22 -1.68 2.26
H 1.24 -2.85 0.51
H 2.35 -3.86 3.17
H 2.93 -4.34 1.57
H 0.31 -5.02 2.95
H 1.55 -6.10 2.31
H -0.25 -6.30 0.81
H 0.90 -5.24 -0.03
H -0.91 -3.79 1.67
H -0.77 -5.16 -1.64
H -1.49 -3.77 -2.33
H -1.87 -2.01 0.66
H -2.17 -2.01 -1.02
O -1.37 0.22 0.40
C -2.21 0.84 1.05
C -1.95 1.89 1.99
C -3.01 2.49 2.67
C -2.76 3.42 3.66
C -1.44 3.77 4.00
C -0.39 3.23 3.31
C -0.60 2.29 2.27
O 0.39 1.86 1.58
N -3.87 4.04 4.34
O -3.62 4.81 5.23
O -4.99 3.73 3.98
H -3.27 0.57 0.93
H -4.03 2.24 2.42
H -1.28 4.49 4.80
H 0.62 3.50 3.54
Br -5.93 1.45 -4.29
C -4.15 1.33 -4.95
C -3.60 2.38 -5.68
C -2.30 2.29 -6.13
C -1.52 1.17 -5.82
C -2.11 0.10 -5.13
C -3.42 0.18 -4.70
N -0.25 1.06 -6.36
N 0.71 0.56 -5.80
C 0.76 0.20 -4.46
C 1.03 -1.11 -4.12
C 1.05 -1.55 -2.80
C 0.87 -0.65 -1.75
O 0.83 -0.97 -0.48
C 0.69 0.73 -2.08
N 0.60 1.56 -1.03
C 0.44 2.84 -1.24
C 0.40 3.39 -2.54
C 0.50 2.56 -3.63
C 0.62 1.17 -3.43
H -4.19 3.26 -5.89
H -1.87 3.09 -6.71
H -1.54 -0.80 -4.96
H -3.87 -0.64 -4.18
H 1.18 -1.83 -4.92
H 1.23 -2.59 -2.59
H 0.36 3.48 -0.37
H 0.31 4.45 -2.66
H 0.53 2.98 -4.62
Br 6.13 2.70 5.25
C 4.64 2.05 4.27
C 4.02 0.87 4.65
C 2.95 0.42 3.89
N 2.50 1.06 2.81
C 3.08 2.21 2.48
C 4.15 2.75 3.18
H 4.37 0.30 5.50
H 2.42 -0.48 4.17
H 2.67 2.72 1.62
H 4.59 3.69 2.87
F 2.67 0.72 0.16
*
```

## Properties
- DFT total energy: -8392.91082 Ha
- HOMO: -0.37297 hartree
- ΔE to the lowest compared entry with this formula, charge and spin: 0.6419 eV
- Kohn-Sham gap: 7.1654 eV

These are the Mulliken partial charges, in e, on atoms 1 to 6: number 1, Ti, carries -0.758; number 2, N, carries -0.179; number 3, C, carries 0.861; number 4, C, carries -1.020; number 5, C, carries -0.974; number 6, C, carries -0.877



Entry 4:
ORCA calculation (ωB97M-V with the def2-TZVPD basis set) on a molecular structure, C33H31ClEuN5O3S at a distorted geometry.

```
! wB97M-V def2-TZVPD RIJCOSX def2/J DEFGRID3
* xyz 1 8
Eu -1.95 -1.04 0.06
C -2.47 -1.18 3.46
O -1.49 -1.14 2.44
C -0.22 -1.53 2.79
C 0.14 -1.71 4.12
C 1.43 -2.11 4.43
C 2.35 -2.33 3.42
C 1.98 -2.13 2.09
C 0.70 -1.73 1.76
N 0.26 -1.49 0.41
N 1.18 -1.64 -0.46
C 1.03 -1.37 -1.79
C -0.13 -0.85 -2.44
O -1.23 -0.62 -1.81
C -0.07 -0.53 -3.84
C 1.06 -0.71 -4.54
C 2.26 -1.24 -3.95
C 3.42 -1.42 -4.72
C 4.56 -1.91 -4.16
C 4.57 -2.24 -2.79
C 3.44 -2.08 -2.02
C 2.25 -1.57 -2.58
H -2.28 -0.42 4.21
H -2.49 -2.17 3.92
H -3.42 -0.98 2.98
H -0.58 -1.55 4.91
H 1.70 -2.25 5.47
H 3.36 -2.65 3.66
H 2.69 -2.30 1.29
H -0.96 -0.13 -4.29
H 1.08 -0.45 -5.60
H 3.39 -1.16 -5.77
H 5.46 -2.06 -4.76
H 5.48 -2.63 -2.34
H 3.46 -2.35 -0.97
Cl -2.52 -6.72 0.93
C -3.46 -5.32 0.61
C -4.82 -5.40 0.42
C -5.52 -4.23 0.17
C -4.83 -3.04 0.13
N -3.52 -2.97 0.31
C -2.85 -4.09 0.55
H -5.32 -6.36 0.45
H -6.59 -4.24 0.01
H -5.34 -2.11 -0.06
H -1.78 -4.02 0.71
C -0.25 6.33 2.14
C -1.18 5.13 1.95
C -0.40 3.88 1.57
N -1.28 2.69 1.48
C -1.96 2.20 0.45
S -3.31 1.19 0.78
N -1.71 2.50 -0.85
C -0.69 3.15 -1.64
O -1.10 3.85 -2.53
C 0.76 2.86 -1.44
C 1.65 3.73 -2.07
C 3.02 3.51 -1.97
C 3.50 2.43 -1.24
C 2.61 1.56 -0.63
C 1.25 1.77 -0.73
H -0.82 7.22 2.40
H 0.31 6.54 1.23
H 0.47 6.14 2.95
H -1.91 5.34 1.16
H -1.75 4.94 2.87
H 0.36 3.66 2.33
H 0.12 4.04 0.65
H -1.64 2.37 2.35
H -2.52 2.35 -1.41
H 1.25 4.56 -2.64
H 3.71 4.19 -2.46
H 4.57 2.25 -1.17
H 2.98 0.69 -0.08
H 0.58 1.08 -0.27
*
```

## Properties
- DFT total energy: -3344.18403 Ha
- HOMO (alpha / beta): -0.34059 / -0.36803 hartree
- <S²>: 15.76
- Kohn-Sham gap (alpha / beta): 6.0442 / 6.8203 eV

These are the Mulliken partial charges, in e, on atoms 1 to 6: number 1, Eu, carries 0.832; number 2, C, carries -1.209; number 3, O, carries 0.418; number 4, C, carries 0.868; number 5, C, carries -0.836; number 6, C, carries -0.764



Entry 5:
ORCA calculation (ωB97M-V with the def2-TZVPD basis set) on a molecular structure, C33H31ClMoN3O7S at a distorted geometry.

```
! wB97M-V def2-TZVPD RIJCOSX def2/J DEFGRID3
* xyz 1 3
Mo 0.75 -0.34 -0.47
O 0.90 -2.17 4.82
C 1.89 -1.27 4.68
C 2.69 -1.04 5.80
C 3.74 -0.15 5.73
C 4.02 0.54 4.55
C 3.23 0.33 3.45
C 2.15 -0.57 3.50
C 1.35 -0.78 2.29
O 1.52 0.04 1.27
N 0.56 -1.79 2.18
N 0.05 -1.84 0.87
C -0.71 -2.84 0.63
C -1.28 -3.18 -0.66
C -2.18 -4.24 -0.75
C -2.74 -4.59 -1.96
C -2.37 -3.89 -3.11
C -1.47 -2.84 -3.04
C -0.93 -2.50 -1.82
O -0.02 -1.49 -1.74
H 0.50 -2.33 3.94
H 2.46 -1.58 6.71
H 4.35 0.01 6.61
H 4.86 1.22 4.50
H 3.41 0.86 2.52
H -0.92 -3.50 1.47
H -2.44 -4.79 0.15
H -3.44 -5.42 -2.03
H -2.80 -4.16 -4.06
H -1.16 -2.30 -3.93
C 2.57 5.48 3.19
C 1.43 4.54 2.86
C 1.21 3.39 3.63
C 0.15 2.54 3.35
C -0.70 2.83 2.30
C -0.49 3.96 1.51
C 0.58 4.80 1.80
S -2.05 1.77 1.86
C -2.94 1.76 3.38
O -1.51 0.37 1.70
H 3.21 5.07 3.97
H 2.18 6.44 3.53
H 3.18 5.67 2.30
H 1.87 3.17 4.46
H 0.02 1.64 3.94
H -1.16 4.18 0.69
H 0.74 5.68 1.18
H -2.29 1.45 4.20
H -3.76 1.05 3.26
H -3.34 2.76 3.55
C -2.07 2.74 -2.37
C -1.32 1.77 -1.58
N -0.75 1.00 -0.96
H -2.95 3.06 -1.82
H -2.36 2.29 -3.32
H -1.43 3.60 -2.57
C 2.96 -0.90 -5.95
C 2.67 0.50 -5.49
C 1.86 1.36 -6.23
C 1.60 2.65 -5.79
Cl 0.56 3.68 -6.72
C 2.16 3.11 -4.62
C 2.96 2.27 -3.86
C 3.19 0.98 -4.29
O 3.96 0.06 -3.60
C 4.28 0.30 -2.24
C 3.04 0.05 -1.42
O 2.77 -1.09 -0.95
O 2.14 0.98 -1.28
H 2.51 -1.09 -6.92
H 2.59 -1.64 -5.24
H 4.04 -1.06 -6.04
H 1.44 1.02 -7.17
H 1.98 4.13 -4.29
H 3.38 2.64 -2.93
H 4.66 1.30 -2.07
H 5.02 -0.44 -1.97
*
```

## Properties
- DFT total energy: -2893.48884 Ha
- HOMO (alpha / beta): -0.39234 / -0.39372 hartree
- ΔE to the lowest compared entry with this formula, charge and spin: 1.3495 eV
- <S²>: 2.02
- Kohn-Sham gap (alpha / beta): 6.7933 / 6.8040 eV

These are the Mulliken partial charges, in e, on atoms 1 to 6: number 1, Mo, carries 0.673; number 2, O, carries -0.658; number 3, C, carries 0.501; number 4, C, carries -0.729; number 5, C, carries -0.355; number 6, C, carries -0.936



Entry 6:
ORCA calculation (ωB97M-V with the def2-TZVPD basis set) on a molecular structure, C33H31F6N7O3S3Tc at a distorted geometry.

```
! wB97M-V def2-TZVPD RIJCOSX def2/J DEFGRID3
* xyz 0 2
Tc 0.51 -0.96 -0.01
S 0.80 -2.89 1.78
C 2.01 -3.49 0.74
S 2.08 -2.60 -0.74
C 2.86 -4.53 1.02
C 2.77 -5.28 2.23
N 2.69 -5.89 3.21
C 3.90 -4.87 0.10
N 4.75 -5.12 -0.64
F 1.06 0.84 7.04
C 1.51 0.17 5.96
F 2.69 0.72 5.62
F 1.74 -1.09 6.35
C 0.51 0.27 4.84
C -0.64 1.00 5.04
C -1.56 1.13 4.02
C -1.27 0.53 2.81
N -0.15 -0.18 2.57
C 0.75 -0.34 3.57
S 2.16 -1.29 3.30
H -0.81 1.47 6.01
H -2.47 1.70 4.15
H -1.94 0.64 1.97
C 0.90 3.88 -3.27
N 0.88 2.96 -2.10
C -0.52 2.63 -1.72
C 1.74 1.72 -2.31
C 1.02 0.54 -2.91
C 0.88 0.57 -4.30
C 0.31 -0.48 -5.00
C -0.06 -1.61 -4.28
C 0.09 -1.64 -2.91
C 0.58 -0.56 -2.14
H 0.35 4.79 -3.03
H 0.43 3.38 -4.11
H 1.93 4.14 -3.52
H 1.31 3.45 -1.32
H -1.04 2.26 -2.60
H -1.01 3.53 -1.36
H -0.55 1.85 -0.97
H 2.14 1.46 -1.35
H 2.57 2.02 -2.96
H 1.26 1.42 -4.86
H 0.20 -0.43 -6.07
H -0.47 -2.47 -4.80
H -0.16 -2.57 -2.41
F 4.31 4.32 -0.34
C 4.70 3.61 0.77
F 5.98 3.29 0.60
F 4.59 4.44 1.81
C 3.81 2.41 0.89
C 2.47 2.59 1.19
C 1.61 1.53 1.02
N 1.97 0.32 0.56
C 3.31 0.12 0.46
C 4.24 1.14 0.57
H 2.10 3.54 1.56
H 0.55 1.66 1.23
H 3.62 -0.88 0.20
H 5.28 0.92 0.41
C -4.10 -1.27 2.03
C -4.32 -0.35 0.83
C -3.67 -0.88 -0.47
C -4.12 0.01 -1.65
C -3.58 -0.43 -3.00
C -4.20 -2.29 -0.71
O -5.37 -2.51 -0.90
N -3.27 -3.30 -0.66
C -1.88 -3.19 -0.50
O -1.19 -4.18 -0.51
N -1.39 -1.91 -0.36
C -2.17 -0.84 -0.32
O -1.58 0.25 -0.11
H -4.48 -0.80 2.94
H -3.04 -1.49 2.19
H -4.63 -2.21 1.90
H -3.90 0.64 1.02
H -5.38 -0.23 0.64
H -3.79 1.03 -1.43
H -5.21 0.00 -1.66
H -2.49 -0.39 -3.03
H -3.96 0.23 -3.79
H -3.90 -1.45 -3.24
H -3.61 -4.24 -0.79
*
```

## Properties
- DFT total energy: -3759.68847 Ha
- HOMO (alpha / beta): -0.25467 / -0.24709 hartree
- ΔE to the lowest compared entry with this formula, charge and spin: 3.4780 eV
- <S²>: 0.88
- Kohn-Sham gap (alpha / beta): 4.5382 / 4.4851 eV

These are the Mulliken partial charges, in e, on atoms 1 to 6: number 1, Tc, carries 0.267; number 2, S, carries -0.332; number 3, C, carries 1.106; number 4, S, carries -0.849; number 5, C, carries 0.697; number 6, C, carries -0.128